Entry 1:
A structure of composition C29H24Cl3N4O3Sc in a non-equilibrium geometry. Source: the Open Molecules 2025 dataset; level of theory: the ωB97M-V functional and the def2-TZVPD basis.

Each line ends with the Löwdin charge.
Cartesian coordinates (Å):
Sc 0.148279 0.180286 -0.262867  1.103
C -2.579260 3.361455 1.889706  -0.003
O -1.735407 2.717178 2.884028  0.089
C -0.955615 1.889157 2.238330  -0.308
N -0.995908 1.864026 0.953947  0.041
C -2.003266 2.866780 0.538673  -0.250
C -3.072589 2.324142 -0.382366  -0.209
C -3.822542 3.222320 -1.135343  -0.023
C -4.841757 2.770447 -1.958161  -0.046
C -5.110680 1.411750 -2.048140  -0.054
C -4.373267 0.511025 -1.296402  -0.059
C -3.370477 0.968637 -0.453401  -0.054
C -0.078482 0.968086 2.972489  -0.148
C 0.152156 1.008783 4.337791  0.069
C 0.966954 0.029494 4.890581  0.031
C 1.489582 -0.962586 4.072345  0.068
C 1.184479 -0.918776 2.721280  -0.150
N 0.437908 0.036586 2.173795  0.104
C 1.580334 -1.935791 1.738956  -0.310
N 1.370513 -1.759589 0.483518  0.067
C 1.831798 -2.988663 -0.201521  -0.229
C 2.219915 -3.917099 0.976841  -0.007
O 2.118815 -3.058784 2.144028  0.085
C 0.800351 -3.638544 -1.092425  -0.210
C -0.561053 -3.485127 -0.859249  -0.054
C -1.479072 -4.210666 -1.603956  -0.080
C -1.041626 -5.095079 -2.576965  -0.062
C 0.316379 -5.241924 -2.821358  -0.047
C 1.235627 -4.512358 -2.084594  -0.025
H -2.524300 4.436785 2.030968  0.145
H -3.602722 3.025922 2.049471  0.147
H -1.469609 3.674729 0.035864  0.124
H -3.609953 4.284528 -1.079452  0.127
H -5.430165 3.481497 -2.522411  0.118
H -5.901616 1.056511 -2.695112  0.117
H -4.597883 -0.546377 -1.349382  0.114
H -2.856292 0.256457 0.183826  0.102
H -0.292986 1.784816 4.944817  0.143
H 1.181304 0.031146 5.950537  0.137
H 2.110149 -1.756696 4.463636  0.142
H 2.719777 -2.728455 -0.785120  0.147
H 3.227219 -4.318245 0.913174  0.145
H 1.514084 -4.735639 1.109244  0.148
H -0.907362 -2.848716 -0.050318  0.104
H -2.538338 -4.096746 -1.415606  0.113
H -1.756691 -5.680676 -3.138988  0.118
H 0.656195 -5.934711 -3.579366  0.118
H 2.298238 -4.630271 -2.266381  0.123
Cl -2.217119 3.212355 -6.420880  0.751
C -1.735963 2.209207 -5.115047  -0.660
C -0.965031 2.745204 -4.094176  -0.104
C -0.623612 1.925598 -3.041157  -0.508
Cl 0.310415 2.559058 -1.705823  0.847
C -1.005684 0.586222 -2.938343  -0.413
O -0.671820 -0.145781 -1.868420  -0.238
C -1.757260 0.078629 -4.008144  -0.581
Cl -2.224564 -1.570641 -3.953626  0.784
C -2.120638 0.876289 -5.076222  -0.094
H -0.645253 3.777182 -4.132583  0.121
H -2.708481 0.462098 -5.883736  0.122
N 2.220930 0.166747 -1.490435  0.026
H 3.117033 0.103111 -1.015807  0.077
H 2.302999 0.956040 -2.125103  0.038
H 2.148814 -0.654643 -2.088158  0.069

Forces on atoms 1 to 6 (eV/Å):
Sc 1.4269 0.1379 1.1670
C -0.1578 0.0416 -0.2857
O 0.2074 -0.0805 0.3418
C -0.0862 0.1306 -0.3745
N -0.1135 -0.4901 -0.1879
C -0.1530 0.1675 0.0129

## Properties
Spin multiplicity   1
Total energy   -3705.23923 Eh
Kohn-Sham gap   6.8 eV
Energy relative to the best compared isomer or geometry (same formula, charge and spin)   14.2 kcal/mol
Total charge   +2
HOMO   -13.6 eV

=====

Entry 2:
A structure of composition C13H2Cl5N2O7Pd. Source: the Open Molecules 2025 dataset; level of theory: the ωB97M-V functional and the def2-TZVPD basis.

Each line ends with the Löwdin charge.
Cartesian coordinates (Å):
Pd 0.469734 -1.042663 -0.507880  1.047
Cl -1.492960 -3.638884 -0.901278  0.812
C 0.081541 -3.858619 -1.487220  -0.670
C 0.983788 -2.817549 -1.388528  -0.313
C 2.262607 -3.061256 -1.863473  -0.666
Cl 3.415610 -1.827253 -1.751343  0.819
C 2.654726 -4.328173 -2.445684  -0.661
Cl 4.226829 -4.539532 -2.992563  0.846
C 1.725365 -5.356994 -2.541377  -0.708
Cl 2.157756 -6.857365 -3.220821  0.776
C 0.429726 -5.141316 -2.067085  -0.656
Cl -0.721616 -6.352668 -2.159089  0.855
O 0.070410 -0.018524 3.472400  0.132
C 0.133609 0.153462 2.282433  -0.551
O 0.684423 -0.694337 1.458087  -0.122
C -0.405446 1.462400 1.718592  0.013
C -0.733107 2.434235 2.626835  0.100
C -1.206532 3.672281 2.192262  -0.036
C -1.396499 4.004736 0.845530  0.113
C -1.104040 3.040634 -0.059462  -0.022
C -0.578630 1.736917 0.307991  -0.230
O -0.297397 0.938856 -0.614365  -0.016
N -1.325039 3.281446 -1.489962  -0.363
O -0.615555 4.104548 -2.017231  0.148
O -2.202881 2.627820 -2.002906  0.142
N -1.532016 4.702424 3.208184  -0.337
O -1.958319 5.754919 2.789095  0.119
O -1.346496 4.404165 4.363778  0.130
H -0.615532 2.235446 3.683396  0.147
H -1.764060 4.980855 0.561693  0.154

Forces on atoms 1 to 6 (eV/Å):
Pd 0.0599 -0.0308 -0.0576
Cl -0.0045 0.0154 0.0035
C 0.0455 -0.0834 -0.0327
C -0.0402 0.0377 0.0333
C -0.0406 -0.0119 0.0103
Cl -0.0014 -0.0086 -0.0034

## Properties
Spin multiplicity   5
Total energy   -3561.01752 Eh
Kohn-Sham gap (alpha / beta)   8.6 / 5.3 eV
Energy relative to the best compared isomer or geometry (same formula, charge and spin)   0.0 kcal/mol
Total charge   +1
HOMO (alpha / beta)   -13.1 / -13.3 eV

=====

Entry 3:
A structure of composition C26H26BN11O6STi. Source: the Open Molecules 2025 dataset; level of theory: the ωB97M-V functional and the def2-TZVPD basis.

Each line ends with the Löwdin charge.
Cartesian coordinates (Å):
Ti -0.074358 0.351157 -0.574576  1.148
N 1.179153 -3.164565 3.172703  0.014
C 0.976704 -2.644191 1.883601  -0.989
S -0.232830 -3.375418 0.919324  0.462
N 1.803034 -1.678841 1.599162  -0.048
N 1.687459 -1.113730 0.319265  -0.035
C 2.806396 -1.141315 -0.298246  -0.082
C 3.076577 -0.575139 -1.612676  -0.149
C 4.402553 -0.403497 -2.012696  -0.057
C 4.720479 0.152840 -3.236734  -0.109
C 3.685143 0.531594 -4.091410  -0.087
C 2.366445 0.343851 -3.726897  -0.007
C 2.038599 -0.209582 -2.481601  -0.340
O 0.771462 -0.370072 -2.149972  -0.211
H 0.381844 -3.667852 3.524084  0.035
H 1.609583 -2.511886 3.811864  0.052
H 3.645013 -1.619186 0.210619  0.122
H 5.191398 -0.695513 -1.326416  0.103
H 5.753169 0.316719 -3.514990  0.088
H 3.914071 1.000697 -5.040918  0.097
H 1.549796 0.661262 -4.361883  0.121
B -3.745872 0.917239 -1.075619  -0.416
N -2.800015 2.111244 -0.734248  -0.048
C -3.211009 3.377812 -0.618276  -0.104
C -2.221720 4.120017 0.002244  -0.061
C -1.206678 3.194910 0.227709  -0.147
N -1.562756 1.991826 -0.216378  -0.024
N -3.014497 -0.175882 -1.906890  -0.060
C -3.609831 -0.932426 -2.832333  -0.113
C -2.773640 -1.985995 -3.161250  -0.069
C -1.646597 -1.775378 -2.371679  -0.155
N -1.798212 -0.690533 -1.617574  -0.015
H -4.637831 1.363526 -1.769673  0.063
H -4.168524 0.432067 -0.053884  0.059
H -4.188414 3.659626 -0.972611  0.108
H -2.222073 5.171645 0.229845  0.081
H -0.224893 3.345264 0.647285  0.110
H -4.595962 -0.677497 -3.183891  0.106
H -2.948599 -2.774819 -3.872117  0.077
H -0.731782 -2.339941 -2.314255  0.099
C -2.304569 -1.634392 3.655558  -0.025
N -1.240588 -0.686569 3.375072  -0.036
C -0.253806 -0.414222 4.255080  -0.086
C 0.803194 0.348525 3.921627  -0.021
C 0.896381 0.793501 2.558406  -0.378
N -0.066543 0.526220 1.682454  0.089
C -1.173555 -0.187728 2.062536  -0.516
O -2.076891 -0.425153 1.289097  0.033
N 1.944946 1.510039 2.168537  0.200
H -2.411018 -1.729044 4.736354  0.083
H -2.068060 -2.597697 3.195963  0.063
H -3.227036 -1.267483 3.215057  0.092
H -0.373838 -0.842557 5.242415  0.125
H 1.582798 0.570011 4.633689  0.102
H 2.738332 1.579499 2.777602  0.110
H 2.017973 1.760945 1.171182  0.068
O 0.356153 2.359941 -2.219215  0.016
C 1.340508 2.504695 -1.487624  -0.579
O 1.455362 1.746162 -0.418310  -0.208
C 2.420936 3.459782 -1.777387  -0.153
C 3.599396 3.487278 -1.017949  -0.037
C 4.609571 4.381966 -1.288705  -0.020
C 4.466655 5.300328 -2.351635  -0.200
C 3.287771 5.270136 -3.131935  -0.019
C 2.295631 4.364306 -2.842268  -0.031
N 5.467982 6.214268 -2.627057  -0.430
O 6.514927 6.226275 -1.900245  -0.131
O 5.312966 7.034126 -3.590360  -0.129
H 3.719847 2.768289 -0.216237  0.100
H 5.523802 4.402192 -0.715012  0.092
H 3.197161 5.973073 -3.946132  0.093
H 1.387141 4.328452 -3.430973  0.110

Forces on atoms 1 to 6 (eV/Å):
Ti -0.0306 0.0265 -0.0326
N 0.0063 -0.0368 -0.0066
C 0.0900 -0.0279 -0.0291
S -0.0353 0.0252 0.0274
N -0.0468 0.0213 -0.0072
N -0.0387 -0.1423 0.0406

## Properties
Spin multiplicity   3
Total energy   -3332.87510 Eh
Kohn-Sham gap (alpha / beta)   4.2 / 6.6 eV
Energy relative to the best compared isomer or geometry (same formula, charge and spin)   23.1 kcal/mol
Total charge   -2
HOMO (alpha / beta)   -0.3 / -2.7 eV